No. 1
DFT (ωB97M-V/def2-TZVPD) results for a 2-piece molecular cluster, C9H18N overall.

Output
Spin multiplicity ... 1
Energy relative to the best compared isomer or geometry (same formula, charge and spin) ... 3.2854 eV
Charge ... +1

Geometry (Å):
C (-0.68, 1.56, -1.19)
C (-1.53, 1.26, -2.08)
C (0.01, -1.15, -0.30)
C (0.02, -0.78, 0.98)
C (-1.40, -1.73, -0.79)
C (1.21, -1.11, -1.17)
C (1.44, -0.63, 1.69)
C (-1.13, -0.86, 1.92)
C (1.14, 2.77, -0.10)
N (0.05, 1.86, -0.25)
H (-1.28, 0.64, -2.94)
H (-2.56, 1.51, -1.85)
H (-2.07, -1.10, -0.22)
H (-1.46, -2.81, -0.53)
H (-1.56, -1.72, -1.88)
H (0.92, -1.52, -2.18)
H (1.87, -1.96, -0.94)
H (1.62, -0.08, -1.27)
H (1.27, -0.47, 2.82)
H (2.12, 0.02, 1.29)
H (1.80, -1.67, 1.75)
H (-0.70, -0.59, 2.95)
H (-1.75, -1.77, 2.12)
H (-1.80, 0.04, 1.61)
H (1.21, 3.48, -0.93)
H (1.03, 3.52, 0.80)
H (2.06, 2.22, 0.28)
H (0.13, 1.06, 0.42)

---

No. 2
DFT (ωB97M-V/def2-TZVPD) results for the molecule C9H18N2O.

Output
Spin multiplicity ... 1
Energy relative to the best compared isomer or geometry (same formula, charge and spin) ... 9.3346 eV
Structure (SMILES) ... CC1(C)CCCC(C)(C)N1N=O
Charge ... 0

Geometry (Å):
C (0.33, 2.16, 0.64)
C (-0.06, 0.78, 1.01)
C (-0.91, 0.58, 2.29)
C (1.29, -0.27, 1.33)
C (2.12, -0.80, 0.05)
C (1.46, -0.40, -1.31)
C (-0.13, -0.72, -1.22)
C (-1.12, -0.40, -2.31)
C (-0.62, -2.04, -0.80)
N (-0.91, 0.16, 0.04)
N (-2.04, 0.94, -0.44)
O (-2.38, 1.85, 0.45)
H (-0.53, 2.79, 0.28)
H (0.96, 2.79, 1.34)
H (1.01, 2.08, -0.25)
H (-2.02, 1.17, 2.38)
H (-0.27, 0.58, 2.97)
H (-1.36, -0.44, 2.26)
H (0.82, -0.92, 2.21)
H (1.95, 0.59, 1.83)
H (3.22, -0.68, -0.01)
H (2.20, -2.06, 0.34)
H (1.57, 0.83, -1.33)
H (1.93, -0.90, -2.26)
H (-2.07, -1.06, -2.12)
H (-0.56, -0.71, -3.38)
H (-1.46, 0.77, -2.66)
H (-0.14, -1.87, 0.33)
H (-0.53, -3.00, -1.23)
H (-1.74, -1.79, -0.43)

---

No. 3
DFT (ωB97M-V/def2-TZVPD) results for C9H18N2O4S as an isolated structure.

Output
Spin multiplicity ... 1
Energy relative to the best compared isomer or geometry (same formula, charge and spin) ... 5.9941 eV
Charge ... 0

Geometry (Å):
C (2.38, 0.22, 0.38)
C (1.10, 0.29, -0.45)
C (3.44, -0.29, -0.46)
C (4.80, -0.15, -0.01)
C (-1.28, 0.83, -0.29)
C (-1.59, 2.36, -0.22)
C (-2.42, 0.09, 0.36)
C (-3.74, 0.42, -0.27)
C (-4.26, -2.56, -0.38)
H (2.86, -1.61, 1.47)
H (2.98, 0.10, 2.26)
H (2.64, 1.26, 0.53)
H (3.47, -0.01, -1.50)
H (2.70, -1.90, -1.14)
H (5.18, -1.30, -0.51)
H (4.70, -0.07, 1.22)
H (5.41, 0.93, -0.66)
H (0.18, 0.37, 1.34)
H (-0.86, 0.65, -1.31)
H (-2.17, -0.94, 0.45)
H (-2.16, 0.50, 1.34)
H (-3.78, 0.25, -1.38)
H (-4.09, 1.49, -0.10)
H (-4.24, -2.37, -1.39)
H (-5.06, -3.24, -0.03)
H (-3.32, -2.81, -0.03)
H (-1.15, 3.92, 0.64)
N (2.21, -0.49, 1.64)
N (0.00, 0.51, 0.29)
O (1.06, 0.37, -1.72)
O (3.28, -1.74, -0.44)
O (-2.45, 3.00, -0.77)
O (-0.84, 2.95, 0.81)
S (-4.98, -1.02, 0.33)

---

no.,HOMO energy (eV)
1,-12.53
2,-8.99
3,-8.64